[1]
{
  "formula": "C31H44AuN3O2SSb",
  "method": "wB97M-V/def2-TZVPD",
  "elements": ["Au", "O", "C", "C", "C", "C", "N", "C", "C", "C", "C", "C", "C", "O", "C", "C", "N", "H", "H", "H", "H", "H", "H", "H", "H", "H", "H", "H", "H", "S", "C", "N", "C", "C", "C", "C", "C", "C", "H", "H", "H", "H", "H", "C", "C", "C", "C", "Sb", "C", "C", "C", "C", "C", "C", "C", "C", "H", "H", "H", "H", "H", "H", "H", "H", "H", "H", "H", "H", "H", "H", "H", "H", "H", "H", "H", "H", "H", "H", "H", "H", "H", "H", "H"],
  "xyz": [[0.288, -0.591, 0.114], [-1.078, -2.578, -6.304], [-0.978, -1.199, -6.064], [-0.721, -0.996, -4.603], [-0.618, 0.278, -4.043], [-0.363, 0.392, -2.701], [-0.214, -0.664, -1.884], [-0.336, -1.908, -2.403], [-0.574, -2.088, -3.749], [-0.178, -3.038, -1.475], [-0.476, -4.343, -1.806], [-0.278, -5.358, -0.872], [-0.580, -6.786, -1.204], [-0.691, -7.489, 0.006], [0.222, -5.015, 0.381], [0.479, -3.693, 0.661], [0.281, -2.724, -0.242], [-1.208, -2.745, -7.250], [-1.894, -0.661, -6.329], [-0.155, -0.738, -6.622], [-0.730, 1.174, -4.641], [-0.272, 1.359, -2.237], [-0.641, -3.078, -4.172], [-0.876, -4.585, -2.780], [0.247, -7.161, -1.821], [-1.490, -6.837, -1.809], [-0.876, -8.429, -0.163], [0.385, -5.779, 1.129], [0.861, -3.399, 1.628], [1.998, -1.752, 4.087], [1.911, -1.089, 2.537], [0.691, -0.910, 2.076], [-0.293, -1.359, 2.971], [-1.672, -1.370, 2.768], [-2.469, -1.854, 3.784], [-1.911, -2.318, 4.985], [-0.547, -2.319, 5.188], [0.259, -1.838, 4.159], [2.799, -0.835, 1.971], [-2.103, -1.008, 1.839], [-3.543, -1.877, 3.658], [-2.564, -2.689, 5.764], [-0.119, -2.686, 6.112], [0.437, 4.251, 2.663], [0.482, 2.723, 2.562], [-0.717, 2.142, 3.294], [1.787, 2.244, 3.189], [0.419, 2.091, 0.377], [2.417, 2.504, -0.537], [2.389, 2.458, -2.059], [3.360, 1.442, 0.017], [2.848, 3.904, -0.105], [-1.447, 2.798, -0.671], [-2.041, 3.987, 0.075], [-1.148, 3.268, -2.092], [-2.415, 1.623, -0.644], [0.593, 4.491, 3.720], [-0.519, 4.675, 2.389], [1.225, 4.752, 2.111], [-0.680, 2.504, 4.327], [-0.706, 1.059, 3.330], [-1.669, 2.464, 2.879], [1.737, 2.469, 4.260], [2.658, 2.764, 2.797], [1.948, 1.170, 3.094], [2.130, 1.478, -2.453], [3.407, 2.667, -2.406], [1.736, 3.217, -2.494], [3.092, 0.436, -0.324], [3.413, 1.451, 1.108], [4.369, 1.650, -0.356], [2.140, 4.675, -0.408], [3.794, 4.128, -0.610], [3.037, 3.981, 0.962], [-1.376, 4.845, 0.085], [-2.359, 3.750, 1.086], [-2.938, 4.293, -0.474], [-0.496, 4.144, -2.107], [-2.102, 3.571, -2.537], [-0.730, 2.507, -2.748], [-2.645, 1.298, 0.375], [-2.049, 0.766, -1.217], [-3.355, 1.944, -1.103]],
  "total_charge": 3,
  "homo_lumo_gap_ev": 7.158
}

[2]
{
  "formula": "C31H44BrN3OP2Pt",
  "method": "wB97M-V/def2-TZVPD",
  "elements": ["C", "C", "C", "C", "N", "C", "C", "C", "C", "C", "C", "C", "C", "C", "Pt", "P", "H", "H", "H", "H", "H", "H", "H", "H", "C", "C", "H", "H", "H", "H", "H", "C", "C", "H", "H", "H", "H", "H", "C", "C", "H", "H", "H", "H", "H", "Br", "P", "C", "C", "H", "H", "H", "H", "H", "C", "C", "H", "H", "H", "H", "H", "C", "C", "H", "H", "H", "H", "H", "N", "C", "O", "C", "C", "C", "C", "N", "C", "H", "H", "H", "H", "H", "H"],
  "xyz": [[-0.394, 5.242, -3.387], [-0.514, 3.895, -3.898], [-0.921, 3.760, -5.266], [-1.059, 4.905, -6.047], [-0.869, 6.128, -5.562], [-0.565, 6.305, -4.276], [-0.286, 2.727, -3.164], [-0.326, 1.894, -2.160], [-1.238, 2.182, -0.915], [-0.755, 2.551, 0.369], [-1.530, 2.328, 1.507], [-2.816, 1.765, 1.308], [-3.438, 2.092, 0.061], [-2.646, 2.186, -1.097], [0.546, 0.298, -1.517], [2.137, -0.853, -0.181], [-1.157, 2.781, -5.687], [-0.216, 5.452, -2.327], [-1.331, 4.810, -7.100], [-0.456, 7.336, -3.939], [-3.060, 2.213, -2.105], [0.248, 2.981, 0.423], [-4.509, 2.135, -0.009], [-1.032, 2.462, 2.484], [1.858, -2.248, 1.075], [2.510, -3.612, 0.836], [0.770, -2.313, 1.211], [2.210, -1.847, 2.034], [2.262, -4.262, 1.686], [2.165, -4.129, -0.068], [3.607, -3.551, 0.802], [2.992, -1.563, -1.626], [3.521, -0.382, -2.440], [2.265, -2.172, -2.191], [3.771, -2.224, -1.221], [3.477, -0.622, -3.505], [2.905, 0.532, -2.308], [4.561, -0.163, -2.187], [3.696, -0.249, 0.745], [4.974, -1.125, 0.768], [3.398, -0.084, 1.792], [3.893, 0.728, 0.277], [5.851, -0.482, 0.963], [4.969, -1.873, 1.584], [5.187, -1.662, -0.166], [-3.161, 0.091, 2.053], [-2.111, -2.755, -1.148], [-0.399, -3.319, -0.848], [-0.178, -4.703, -1.447], [-0.241, -3.404, 0.234], [0.273, -2.531, -1.250], [0.896, -4.878, -1.584], [-0.566, -5.453, -0.742], [-0.699, -4.824, -2.408], [-2.598, -2.454, 0.613], [-3.984, -3.028, 0.842], [-2.631, -1.348, 0.754], [-1.859, -2.834, 1.345], [-4.216, -3.034, 1.912], [-4.753, -2.449, 0.315], [-4.018, -4.052, 0.458], [-1.990, -1.043, -1.775], [-2.613, -0.937, -3.168], [-0.862, -0.816, -1.750], [-2.485, -0.374, -1.056], [-2.811, 0.121, -3.374], [-1.967, -1.338, -3.965], [-3.576, -1.469, -3.242], [-1.220, 0.991, 7.124], [-1.284, 0.278, 5.947], [-2.258, -0.401, 5.627], [-0.106, 0.501, 5.039], [0.736, 1.630, 5.101], [1.564, 1.879, 4.012], [1.514, 1.020, 2.900], [0.752, -0.072, 2.879], [-0.005, -0.378, 3.930], [-1.933, 0.826, 7.815], [-0.334, 1.339, 7.449], [0.712, 2.309, 5.954], [2.233, 2.725, 3.964], [2.109, 1.238, 2.008], [-0.589, -1.329, 3.905]],
  "total_charge": 4,
  "multiplicity": 5,
  "homo_lumo_gap_ev": [4.243, 3.127]
}

[3]
{
  "formula": "C31H44BrN3OP2V",
  "method": "wB97M-V/def2-TZVPD",
  "elements": ["C", "C", "C", "C", "N", "C", "C", "C", "C", "C", "C", "C", "C", "C", "V", "P", "H", "H", "H", "H", "H", "H", "H", "H", "C", "C", "H", "H", "H", "H", "H", "C", "C", "H", "H", "H", "H", "H", "C", "C", "H", "H", "H", "H", "H", "Br", "P", "C", "C", "H", "H", "H", "H", "H", "C", "C", "H", "H", "H", "H", "H", "C", "C", "H", "H", "H", "H", "H", "N", "C", "O", "C", "C", "C", "N", "C", "C", "H", "H", "H", "H", "H", "H"],
  "xyz": [[3.160, 5.100, -1.405], [2.030, 4.598, -2.069], [2.103, 4.366, -3.450], [3.332, 4.539, -4.102], [4.418, 4.925, -3.429], [4.350, 5.244, -2.134], [0.857, 4.214, -1.359], [-0.193, 3.904, -0.815], [-1.233, 3.475, 0.041], [-0.900, 3.141, 1.372], [-1.718, 2.243, 2.075], [-2.769, 1.648, 1.328], [-3.204, 2.077, 0.090], [-2.501, 3.137, -0.508], [-2.074, -0.188, 1.678], [0.751, -0.443, 0.081], [1.240, 3.995, -4.000], [3.122, 5.313, -0.336], [3.423, 4.313, -5.162], [5.252, 5.577, -1.623], [-2.870, 3.692, -1.374], [0.052, 3.487, 1.764], [-4.084, 1.659, -0.400], [-1.625, 2.087, 3.155], [1.704, -2.075, 0.184], [2.908, -2.371, -0.705], [0.943, -2.857, 0.039], [2.006, -2.138, 1.240], [3.252, -3.397, -0.502], [2.679, -2.326, -1.777], [3.766, -1.720, -0.490], [1.022, 0.137, -1.687], [2.409, 0.548, -2.185], [0.354, 1.010, -1.769], [0.609, -0.646, -2.341], [2.344, 0.798, -3.254], [2.780, 1.453, -1.684], [3.151, -0.258, -2.098], [1.976, 0.728, 0.875], [3.473, 0.438, 0.879], [1.658, 0.804, 1.918], [1.761, 1.702, 0.410], [3.959, 1.211, 1.489], [3.713, -0.528, 1.343], [3.941, 0.500, -0.110], [-3.659, -1.891, 2.302], [-1.836, -1.985, -1.431], [-0.761, -2.787, -2.696], [-1.303, -4.082, -3.285], [0.194, -2.972, -2.168], [-0.558, -2.043, -3.481], [-0.538, -4.507, -3.947], [-1.527, -4.816, -2.503], [-2.206, -3.906, -3.882], [-2.909, -3.323, -0.792], [-4.310, -3.426, -1.365], [-3.005, -3.103, 0.288], [-2.366, -4.277, -0.870], [-4.921, -4.080, -0.728], [-4.806, -2.450, -1.420], [-4.318, -3.874, -2.364], [-2.882, -0.728, -2.327], [-3.291, -1.074, -3.759], [-2.280, 0.201, -2.313], [-3.767, -0.530, -1.696], [-3.837, -0.212, -4.174], [-2.423, -1.274, -4.406], [-3.970, -1.941, -3.793], [0.720, -0.027, 7.681], [0.332, -1.243, 7.154], [0.265, -2.273, 7.815], [0.075, -1.202, 5.689], [0.459, -0.117, 4.885], [0.032, -0.026, 3.577], [-0.749, -0.985, 3.000], [-0.927, -2.149, 3.727], [-0.552, -2.279, 5.048], [0.779, 0.006, 8.684], [0.445, 0.843, 7.231], [1.050, 0.690, 5.302], [0.265, 0.890, 3.011], [-1.464, -2.960, 3.235], [-0.775, -3.208, 5.575]],
  "total_charge": 2,
  "multiplicity": 4,
  "homo_lumo_gap_ev": [6.516, 4.409]
}

[4]
{
  "formula": "C31H44Cl2N2O25",
  "method": "wB97M-V/def2-TZVPD",
  "elements": ["C", "C", "Cl", "C", "Cl", "C", "C", "C", "O", "C", "N", "O", "C", "O", "O", "C", "C", "N", "H", "H", "H", "H", "H", "H", "H", "H", "H", "H", "H", "H", "H", "H", "H", "H", "O", "C", "O", "C", "C", "O", "H", "H", "H", "H", "O", "C", "O", "C", "C", "O", "H", "H", "H", "H", "O", "C", "O", "C", "C", "O", "H", "H", "H", "H", "O", "C", "O", "C", "C", "O", "H", "H", "H", "H", "O", "C", "O", "C", "C", "O", "H", "H", "H", "H", "O", "C", "O", "C", "C", "O", "H", "H", "H", "H", "O", "C", "O", "C", "C", "O", "H", "H", "H", "H"],
  "xyz": [[2.796, -2.480, 0.142], [1.294, -2.063, -0.023], [0.453, -2.612, -1.511], [0.673, -1.337, 0.876], [1.633, -0.820, 2.262], [-0.818, -0.915, 0.791], [-1.638, -2.261, 0.888], [-2.977, -2.150, 1.663], [-3.826, -1.159, 1.065], [-3.708, -3.538, 1.482], [-4.476, -3.586, 0.218], [-1.073, -0.242, 2.024], [-1.800, 0.889, 1.866], [-2.159, 1.613, 2.673], [-2.068, 1.001, 0.525], [-1.215, 0.154, -0.266], [-0.124, 1.136, -0.793], [-0.061, 1.094, -2.278], [3.436, -1.630, 0.386], [3.096, -3.000, -0.780], [2.820, -3.254, 0.924], [-0.998, -3.018, 1.357], [-1.890, -2.578, -0.140], [-2.843, -1.944, 2.732], [-3.557, -1.073, 0.144], [-2.890, -4.279, 1.373], [-4.300, -3.817, 2.364], [-4.625, -4.552, -0.058], [-3.925, -3.183, -0.537], [-1.805, -0.401, -1.013], [-0.433, 2.157, -0.525], [0.857, 0.931, -0.341], [0.799, 0.611, -2.511], [-0.870, 0.628, -2.671], [0.998, 4.730, 7.514], [0.262, 4.038, 6.891], [-0.105, 2.779, 7.254], [-1.163, 2.370, 6.386], [-0.944, 3.231, 5.170], [-0.326, 4.397, 5.719], [-1.095, 1.306, 6.165], [-2.119, 2.569, 6.875], [-0.263, 2.773, 4.451], [-1.872, 3.485, 4.664], [-1.595, -6.355, 2.112], [-0.500, -6.394, 1.660], [0.286, -7.505, 1.636], [1.420, -7.213, 0.823], [1.498, -5.712, 0.889], [0.145, -5.324, 1.105], [2.315, -7.697, 1.211], [1.231, -7.577, -0.189], [2.096, -5.373, 1.739], [1.888, -5.259, -0.020], [-4.743, -4.275, 4.194], [-5.910, -4.162, 4.395], [-6.846, -5.069, 4.017], [-8.081, -4.696, 4.629], [-7.895, -3.220, 4.873], [-6.481, -3.106, 5.031], [-8.920, -4.912, 3.970], [-8.201, -5.263, 5.555], [-8.205, -2.612, 4.020], [-8.414, -2.872, 5.763], [5.268, -6.930, 1.781], [4.769, -6.984, 2.858], [4.759, -8.087, 3.648], [4.274, -7.695, 4.934], [3.469, -6.459, 4.620], [4.126, -5.945, 3.459], [3.673, -8.485, 5.379], [5.126, -7.487, 5.584], [2.431, -6.687, 4.368], [3.484, -5.730, 5.428], [2.298, 5.453, -5.756], [1.425, 5.147, -5.006], [1.158, 5.793, -3.838], [-0.087, 5.287, -3.343], [-0.168, 3.930, -3.992], [0.573, 4.116, -5.203], [-0.081, 5.233, -2.256], [-0.890, 5.955, -3.660], [0.311, 3.149, -3.399], [-1.192, 3.630, -4.206], [1.447, 5.199, -12.434], [1.945, 5.352, -11.367], [1.262, 5.674, -10.236], [2.163, 5.543, -9.135], [3.510, 5.709, -9.788], [3.276, 5.230, -11.113], [1.966, 6.301, -8.380], [2.033, 4.556, -8.687], [3.825, 6.753, -9.841], [4.289, 5.129, -9.297], [4.819, 11.029, -3.443], [4.337, 9.950, -3.333], [4.110, 9.325, -2.145], [3.320, 8.165, -2.411], [3.631, 7.878, -3.856], [3.939, 9.173, -4.376], [3.598, 7.347, -1.750], [2.267, 8.409, -2.250], [4.505, 7.234, -3.977], [2.795, 7.438, -4.386]],
  "homo_lumo_gap_ev": 8.931
}